# C10H15N2O

C10H15N2O as an isolated structure at a distorted geometry (ωB97M-V/def2-TZVPD, the Open Molecules 2025 dataset).

Structure (XYZ):
```
28
Properties=species:S:1:pos:R:3
C -0.79 -1.85 -2.90
C -0.88 -1.99 -1.46
C 0.16 -0.88 -3.13
C 0.11 -1.18 -1.06
C -0.88 3.92 0.89
C -0.05 2.89 1.10
C -0.19 1.51 0.73
C 2.08 -1.32 0.72
C -0.23 -1.40 1.74
C 0.74 -0.70 0.76
N -1.26 1.01 0.09
N 0.82 0.67 1.01
O 0.81 -0.57 -1.99
H -1.44 -2.36 -3.58
H -1.56 -2.60 -1.02
H 0.39 -0.49 -4.05
H -0.60 4.99 0.97
H -1.95 3.86 0.62
H 0.90 3.11 1.27
H 2.33 -2.02 1.63
H 2.16 -2.00 -0.13
H 2.73 -0.48 0.55
H -0.40 -2.38 1.57
H -1.16 -1.03 1.67
H 0.09 -1.23 2.85
H -2.07 1.42 -0.25
H -1.24 0.18 -0.42
H 1.39 0.91 1.80
```

Summary:
- Strongest force on any atom: 0.1257 Eh/bohr
- ΔE to the lowest compared entry with this formula, charge and spin: 284.4 kJ/mol
- HOMO-LUMO gap: 7.8 eV
- Total charge: +1